{"formula": "C11H44CsF2NO15S2", "method": "the ωB97M-V functional and the def2-TZVPD basis", "homo_lumo_gap_ev": 6.0, "homo_energy_ev": -8.30, "symbols": ["Cs", "S", "S", "F", "F", "O", "O", "O", "O", "O", "O", "O", "O", "O", "O", "O", "O", "O", "O", "O", "N", "C", "C", "C", "C", "C", "C", "C", "C", "C", "C", "C", "H", "H", "H", "H", "H", "H", "H", "H", "H", "H", "H", "H", "H", "H", "H", "H", "H", "H", "H", "H", "H", "H", "H", "H", "H", "H", "H", "H", "H", "H", "H", "H", "H", "H", "H", "H", "H", "H", "H", "H", "H", "H", "H", "H"], "coordinates": [[-1.183, 27.606, 6.412], [-4.128, 18.864, 8.066], [-3.264, 20.707, 9.191], [-5.599, 18.182, 7.919], [-3.956, 21.711, 10.313], [-8.479, 17.262, 1.701], [0.325, 18.330, 15.794], [-3.957, 19.333, 6.681], [-3.209, 8.560, 7.927], [-3.515, 17.712, -0.704], [-3.337, 17.657, 8.526], [1.744, 26.820, 11.115], [-5.190, 17.699, 13.948], [-6.105, 24.827, 3.595], [-2.098, 20.116, 9.783], [-3.114, 21.672, 8.099], [-7.457, 26.708, 8.950], [-4.360, 25.522, 18.541], [-9.415, 21.568, 11.039], [-8.706, 12.251, 12.626], [-4.619, 19.680, 9.160], [-6.037, 18.019, 15.020], [-4.209, 9.483, 7.943], [-8.746, 27.316, 8.800], [-9.666, 16.820, 1.017], [-2.593, 18.311, 0.161], [-8.732, 13.416, 11.789], [-7.288, 24.439, 3.007], [-4.718, 24.510, 17.642], [-10.546, 20.853, 11.576], [1.422, 19.233, 15.481], [0.941, 26.505, 12.284], [-5.694, 24.636, 17.173], [-7.883, 12.081, 13.090], [-8.622, 21.026, 11.032], [-10.622, 20.833, 12.663], [-3.898, 10.494, 7.680], [-9.537, 26.621, 9.082], [-2.158, 17.521, 0.774], [-5.539, 24.059, 3.702], [-10.467, 17.535, 0.831], [-8.568, 17.243, 2.657], [-10.198, 16.086, 1.622], [-7.928, 25.311, 2.874], [-1.786, 18.762, -0.415], [-3.504, 7.753, 8.355], [-4.763, 9.509, 8.882], [-8.928, 27.682, 7.790], [-3.893, 24.302, 16.960], [-5.633, 17.582, 15.933], [-7.094, 17.862, 14.803], [-9.562, 13.331, 11.087], [-4.566, 26.318, 18.045], [-4.965, 9.324, 7.174], [-4.357, 17.721, -0.243], [2.664, 26.617, 11.298], [-8.948, 28.179, 9.434], [-7.426, 25.752, 8.859], [-7.873, 23.840, 3.705], [-7.089, 23.854, 2.108], [1.976, 19.212, 16.419], [-4.853, 23.570, 18.177], [-5.867, 19.066, 15.272], [-0.300, 18.502, 15.086], [1.458, 26.849, 13.181], [-10.326, 19.786, 11.539], [1.099, 20.218, 15.143], [-11.519, 21.210, 11.238], [0.697, 25.443, 12.317], [-5.463, 18.186, 13.167], [-9.067, 14.334, 12.272], [-3.021, 19.094, 0.788], [0.106, 27.200, 12.198], [-7.857, 13.787, 11.256], [-9.517, 16.438, 0.007], [2.038, 18.867, 14.659]], "mulliken_charge": [1.00, 0.98, 1.04, -0.35, -0.31, -0.49, -0.49, -0.59, -0.49, -0.50, -0.62, -0.52, -0.48, -0.50, -0.52, -0.56, -0.51, -0.49, -0.49, -0.51, -0.07, -0.53, -0.53, -0.50, -0.54, -0.49, -0.56, -0.50, -0.54, -0.55, -0.48, -0.46, 0.26, 0.30, 0.30, 0.26, 0.24, 0.23, 0.23, 0.31, 0.26, 0.30, 0.23, 0.21, 0.20, 0.30, 0.23, 0.23, 0.25, 0.24, 0.22, 0.25, 0.31, 0.25, 0.31, 0.31, 0.23, 0.32, 0.25, 0.23, 0.19, 0.22, 0.24, 0.30, 0.25, 0.23, 0.23, 0.24, 0.24, 0.30, 0.25, 0.24, 0.19, 0.27, 0.24, 0.24]}



{"formula": "C24H22N4O2PdS2Se", "method": "the ωB97M-V functional and the def2-TZVPD basis", "homo_lumo_gap_ev": 4.5, "homo_energy_ev": 0.27, "charge": -2, "symbols": ["Pd", "Se", "S", "S", "O", "O", "N", "N", "N", "N", "C", "C", "C", "C", "C", "C", "C", "C", "C", "C", "C", "C", "C", "C", "C", "C", "C", "C", "C", "C", "C", "C", "C", "C", "H", "H", "H", "H", "H", "H", "H", "H", "H", "H", "H", "H", "H", "H", "H", "H", "H", "H", "H", "H", "H", "H"], "coordinates": [[1.831, -0.462, -0.699], [2.610, 0.345, -5.735], [1.086, 2.148, -0.046], [2.081, -1.443, 1.433], [1.724, 2.378, -1.349], [3.569, 1.301, 0.575], [-0.421, -2.404, 1.464], [0.062, -0.985, 3.152], [0.184, -2.308, -0.769], [2.363, -0.365, -2.926], [-0.242, 3.415, -0.002], [-2.380, -0.700, -0.764], [-1.019, -2.859, 2.640], [-1.986, 4.575, 1.171], [-0.518, 0.561, -1.596], [0.051, -2.763, -2.002], [4.702, -0.307, -0.804], [-1.540, -4.415, -1.360], [-1.684, 4.928, -1.185], [-0.549, -2.889, 0.213], [-1.621, -0.242, -1.847], [-1.409, -3.980, -0.070], [-2.024, -0.409, 0.524], [-0.138, 0.850, -0.291], [-2.376, 5.191, -0.009], [0.325, -1.209, 1.755], [0.890, -0.102, 3.915], [-0.623, 4.044, -1.178], [-0.779, 0.244, 0.854], [2.446, -0.050, -4.036], [3.492, 0.374, -0.188], [-0.797, -3.797, -2.368], [-0.915, 3.700, 1.179], [-0.679, -2.027, 3.640], [0.005, 1.049, -2.414], [-1.626, -3.740, 2.677], [0.761, -0.295, 4.980], [-0.788, 0.849, 1.760], [1.942, -0.245, 3.646], [4.520, -0.488, -1.865], [-0.071, 3.815, -2.077], [-0.598, 3.229, 2.098], [-2.217, -5.231, -1.591], [0.664, -2.265, -2.750], [-2.519, 4.786, 2.091], [-2.661, -0.715, 1.346], [-0.888, -4.095, -3.402], [0.639, 0.944, 3.703], [-1.976, 5.418, -2.107], [-3.224, 5.866, -0.018], [-3.285, -1.269, -0.955], [-0.951, -2.081, 4.681], [-1.965, -4.443, 0.733], [5.582, 0.323, -0.668], [4.851, -1.263, -0.299], [-1.911, -0.484, -2.860]], "nbo_charge": [0.57, -0.41, 1.32, -0.35, -1.00, -0.62, -0.46, -0.49, -0.53, -0.60, -0.12, -0.23, -0.15, -0.21, -0.23, 0.10, -0.75, -0.17, -0.22, 0.43, -0.37, -0.33, -0.25, -0.43, -0.25, 0.13, -0.40, -0.25, -0.26, 0.10, 0.56, -0.36, -0.27, -0.03, 0.24, 0.20, 0.18, 0.19, 0.23, 0.25, 0.24, 0.21, 0.19, 0.22, 0.19, 0.18, 0.20, 0.18, 0.20, 0.19, 0.19, 0.19, 0.19, 0.20, 0.23, 0.20]}



{"formula": "C4H11O3", "method": "the ωB97M-V functional and the def2-TZVPD basis", "homo_lumo_gap_ev": 6.6, "homo_energy_ev": -4.33, "relative_energy_kcal_mol": 114.8, "charge": -1, "symbols": ["O", "O", "O", "C", "C", "C", "C", "H", "H", "H", "H", "H", "H", "H", "H", "H", "H", "H"], "coordinates": [[3.465, -0.935, 0.371], [-3.583, 0.942, 0.197], [-3.439, -1.419, -0.361], [0.768, -0.061, -0.056], [3.266, 0.173, -0.369], [1.922, 0.851, -0.049], [-0.627, 0.451, 0.257], [-0.603, 0.823, 1.249], [3.318, -0.063, -1.444], [-1.445, -0.315, 0.185], [4.098, 0.947, -0.200], [-4.269, -1.869, -0.122], [1.522, 0.058, 0.888], [1.869, 1.894, 0.283], [-3.538, -0.294, -0.157], [0.901, -1.029, -0.500], [-0.966, 1.274, -0.417], [-4.415, 1.389, -0.111]], "mulliken_charge": [-0.82, -0.94, -0.87, 0.26, -0.44, -0.23, -1.03, 0.34, 0.20, 0.13, 0.24, 0.21, 0.11, 0.36, 0.47, 0.49, 0.36, 0.17]}



{"formula": "H2N3O2S", "method": "the ωB97M-V functional and the def2-TZVPD basis", "homo_lumo_gap_ev": 7.0, "homo_energy_ev": -3.03, "relative_energy_kcal_mol": 70.6, "smiles": "[O-]/[N+](=N\\O)N[S-]", "charge": -1, "symbols": ["S", "O", "O", "N", "N", "N", "H", "H"], "coordinates": [[2.921, -0.835, 0.044], [-0.594, -0.908, 0.816], [-2.153, 0.443, -0.065], [-0.172, -0.030, -0.029], [-0.953, 0.799, -0.573], [1.217, -0.044, -0.148], [-1.804, -0.306, 0.561], [1.539, 0.882, -0.607]], "nbo_charge": [-0.41, -0.56, -0.59, 0.37, -0.03, -0.60, 0.45, 0.36]}



{"formula": "C37H39AsBClF4I2N2O6Sc", "method": "the ωB97M-V functional and the def2-TZVPD basis", "homo_lumo_gap_ev": 6.1, "homo_energy_ev": -5.03, "relative_energy_kcal_mol": 51.0, "charge": -1, "symbols": ["I", "I", "As", "Sc", "Cl", "F", "F", "F", "F", "O", "O", "O", "O", "O", "O", "N", "N", "C", "C", "C", "C", "C", "C", "C", "C", "C", "C", "C", "C", "C", "C", "C", "C", "C", "C", "C", "C", "C", "C", "C", "C", "C", "C", "C", "C", "C", "C", "C", "C", "C", "C", "C", "C", "C", "B", "H", "H", "H", "H", "H", "H", "H", "H", "H", "H", "H", "H", "H", "H", "H", "H", "H", "H", "H", "H", "H", "H", "H", "H", "H", "H", "H", "H", "H", "H", "H", "H", "H", "H", "H", "H", "H", "H", "H"], "coordinates": [[-4.655, -2.599, 5.910], [-4.177, -2.849, 3.307], [-0.081, -1.654, -1.494], [-1.338, -0.151, 1.485], [-3.557, -1.029, -0.174], [0.946, -2.841, 3.748], [-1.097, -2.756, 4.790], [-0.805, -1.757, 2.731], [-0.810, -4.078, 2.926], [-2.817, 0.478, 3.016], [-1.316, 1.856, 1.147], [-3.330, -1.088, -1.571], [-2.567, -1.856, 0.566], [-3.259, 0.323, 0.332], [-4.872, -1.429, 0.178], [0.019, 0.835, 3.282], [0.019, -0.478, -0.068], [3.528, -3.491, -0.521], [-2.111, 2.826, 1.438], [3.310, 0.484, 1.353], [-0.255, -1.514, -4.343], [5.978, -3.326, -1.096], [2.677, -0.340, -3.290], [-2.722, 5.149, 1.031], [2.200, -3.097, -0.654], [-3.449, 1.531, 3.153], [2.821, 1.954, -0.472], [3.673, 1.557, 0.552], [-1.475, 1.474, -2.264], [-1.145, 0.215, -5.793], [1.181, -3.777, 0.226], [1.319, 2.113, 5.386], [-1.487, 0.708, -7.173], [1.857, -2.074, -1.564], [-4.561, 1.515, 4.171], [-0.077, 0.375, 4.534], [-1.066, 0.544, -3.378], [-0.446, -0.698, -3.205], [1.241, 0.209, 0.117], [2.879, -1.466, -2.306], [-1.922, 4.068, 0.775], [4.542, -2.907, -1.264], [2.111, -0.179, 1.142], [1.428, 2.591, 4.090], [1.625, 1.288, -0.690], [-3.168, 2.747, 2.399], [4.193, -1.903, -2.149], [-1.384, 0.979, -4.669], [-3.966, 3.887, 2.627], [0.550, 0.983, 5.609], [-3.765, 5.072, 1.967], [0.764, 1.926, 3.076], [0.299, -2.914, -4.240], [-0.591, -1.047, -5.603], [-0.424, -2.947, 3.594], [-0.426, -1.692, -6.462], [-2.548, 6.078, 0.499], [-4.771, 3.826, 3.347], [-0.268, -3.513, -3.522], [3.967, 0.152, 2.149], [-5.520, 1.695, 3.681], [-1.856, 1.951, -4.778], [-4.398, 5.927, 2.161], [0.432, 0.559, 6.596], [-1.233, 1.102, -1.277], [-2.021, 1.657, -7.129], [-0.586, 0.857, -7.773], [1.824, 2.611, 6.205], [-2.116, -0.010, -7.704], [2.020, 3.464, 3.852], [1.338, -2.927, -3.909], [3.512, 0.359, -3.213], [4.971, -1.412, -2.728], [6.066, -4.145, -0.382], [4.611, 2.073, 0.715], [0.411, -4.289, -0.353], [3.091, 2.786, -1.111], [-1.118, 4.113, 0.052], [3.770, -4.268, 0.197], [1.832, -1.019, 1.770], [6.588, -2.497, -0.732], [-0.991, 2.449, -2.387], [1.662, -4.505, 0.879], [-0.678, -0.510, 4.686], [2.652, -0.720, -4.316], [-4.577, 0.536, 4.643], [0.972, 1.600, -1.491], [-4.418, 2.286, 4.928], [0.243, -3.410, -5.209], [6.407, -3.656, -2.044], [0.823, 2.269, 2.051], [0.662, -3.063, 0.866], [-2.553, 1.641, -2.306], [1.757, 0.207, -3.128]], "mulliken_charge": [-0.25, 0.16, 1.03, -0.49, 1.98, -0.33, -0.31, -0.27, -0.29, 0.42, 1.31, -0.62, -0.65, -0.65, -0.69, 1.01, 0.63, -1.06, 0.01, -0.88, 0.85, -1.67, -1.80, -0.60, -0.32, 0.59, -0.83, -1.08, -0.50, 0.73, -1.82, -0.31, -1.56, 0.29, -1.92, -0.52, 1.00, 0.23, 1.98, 2.26, -1.20, 0.71, -0.35, -1.19, -0.25, 1.21, -0.94, -1.02, -1.08, -1.12, -0.99, -0.26, -1.84, -1.03, 0.58, 0.31, 0.44, 0.39, 0.37, 0.51, 0.44, 0.32, 0.38, 0.49, -1.16, 0.35, 0.31, 0.40, 0.34, 0.47, 0.29, 0.51, 0.41, 0.36, 0.37, 0.32, 0.43, 0.38, 0.27, 0.21, 0.31, 0.53, 0.41, 0.54, 0.40, -0.03, -0.01, 0.48, 0.46, 0.35, 0.59, 0.06, 0.75, -0.06]}